Record 1
Molecular formula: C4H6O2
Method: DFT, wB97M-V/def2-TZVPD

XYZ file:
```
12
Properties=species:S:1:pos:R:3:lowdin_charge:R:1
C -1.692 -0.258 0.308 -0.10
C -0.315 -0.274 0.966 -0.22
C 0.823 0.205 0.127 -0.06
O 0.542 0.479 -1.100 0.06
C 2.053 0.486 -1.189 -0.35
O 2.636 -0.405 -1.731 0.07
H -1.980 0.759 0.024 0.08
H -1.702 -0.871 -0.598 0.08
H -2.450 -0.646 0.996 0.08
H -0.019 -1.287 1.277 0.13
H -0.287 0.311 1.895 0.12
H 2.390 1.501 -0.977 0.14
```

## Properties
- Relative energy (zero: lowest compared OMol25 entry of this formula, charge and spin): 3.5313 eV
- 2S+1: 1
- E_HOMO: -0.333 Eh
- Maximum force: 0.72 eV/A
- Orbital gap: 9.6 eV
- E: -8336.9298 eV

***

Record 2
Molecular formula: C4H17N2O4
Method: DFT, wB97M-V/def2-TZVPD

XYZ file:
```
27
Properties=species:S:1:pos:R:3:lowdin_charge:R:1
C 1.611 -0.912 0.475 -0.14
C 0.124 -1.146 0.348 -0.14
C -0.872 0.055 0.436 -0.08
C -0.403 1.381 1.020 -0.50
N -1.434 2.231 1.229 0.18
O 0.769 1.688 1.166 0.04
N 2.101 0.160 -0.481 0.18
H 2.064 -1.797 0.031 0.12
H 2.013 -0.625 1.431 0.13
H -0.129 -1.750 1.198 0.11
H -0.078 -1.792 -0.500 0.10
H -1.712 -0.296 1.033 0.09
H -1.265 0.206 -0.572 0.12
H -1.319 3.076 1.778 0.13
H -2.365 1.870 1.393 0.12
H 1.742 1.032 -0.051 0.09
H 3.114 0.225 -0.507 0.17
H 1.598 0.006 -1.356 0.12
H -4.196 -1.803 1.915 0.04
H -2.991 -1.781 2.969 0.04
O -3.282 -2.003 2.087 -0.04
H 0.336 -3.025 -2.714 0.05
H 1.126 -1.973 -3.446 0.05
O 1.149 -2.509 -2.645 -0.05
H 0.121 1.753 -3.349 0.05
H 0.771 2.735 -2.443 0.06
O 0.598 1.786 -2.514 -0.05
```

## Properties
- Relative energy (zero: lowest compared OMol25 entry of this formula, charge and spin): 0.8686 eV
- Net charge: +1
- 2S+1: 1
- E_HOMO: -0.510 Eh
- Maximum force: 1.86 eV/A
- Orbital gap: 11.2 eV
- E: -15588.8677 eV

***

Record 3
Molecular formula: C15H23N3O
Method: DFT, wB97M-V/def2-TZVPD

XYZ file:
```
42
Properties=species:S:1:pos:R:3:lowdin_charge:R:1
C -7.074 -0.523 1.198 0.00
C -6.100 -1.120 0.537 -0.20
C -4.644 -0.847 0.738 -0.23
C -3.994 -0.330 -0.549 -0.22
C -2.502 -0.063 -0.365 -0.23
C -1.863 0.470 -1.645 -0.22
C -0.351 0.683 -1.535 -0.21
C 0.045 1.776 -0.532 -0.20
C 0.551 1.234 0.807 -0.20
C 1.956 0.642 0.697 -0.13
C 3.008 1.709 0.582 -0.44
O 2.806 2.896 0.670 0.09
N 4.309 1.281 0.368 0.16
C 4.869 0.040 0.243 -0.37
N 4.119 -1.054 0.321 0.12
C 4.741 -2.214 0.189 -0.12
C 6.107 -2.311 -0.020 -0.05
C 6.795 -1.105 -0.084 -0.13
N 6.191 0.058 0.044 0.13
H -8.111 -0.745 1.014 0.05
H -6.872 0.216 1.957 0.05
H -6.330 -1.856 -0.223 0.10
H -4.510 -0.115 1.536 0.11
H -4.144 -1.773 1.039 0.12
H -4.493 0.592 -0.855 0.12
H -4.137 -1.064 -1.346 0.11
H -2.369 0.661 0.440 0.11
H -2.003 -0.990 -0.071 0.12
H -2.339 1.415 -1.918 0.11
H -2.056 -0.239 -2.455 0.11
H 0.117 -0.264 -1.259 0.10
H 0.020 0.951 -2.526 0.11
H -0.816 2.421 -0.350 0.11
H 0.828 2.406 -0.955 0.10
H 0.579 2.052 1.530 0.11
H -0.130 0.469 1.180 0.10
H 2.038 -0.021 -0.164 0.10
H 2.193 0.041 1.578 0.12
H 4.989 2.032 0.299 0.16
H 4.106 -3.088 0.256 0.11
H 6.604 -3.259 -0.125 0.10
H 7.865 -1.063 -0.244 0.11
```

## Properties
- Relative energy (zero: lowest compared OMol25 entry of this formula, charge and spin): 0.5998 eV
- 2S+1: 1
- SMILES string: C=CCCCCCCCCC(=O)Nc1ncccn1
- E_HOMO: -0.344 Eh
- Maximum force: 0.83 eV/A
- Orbital gap: 9.9 eV
- E: -22446.3722 eV

***

Record 4
Molecular formula: C19H35MnNO2P2
Method: DFT, wB97M-V/def2-TZVPD

XYZ file:
```
60
Properties=species:S:1:pos:R:3:lowdin_spin:R:1
P 0.428 -2.683 0.449 0.11
P -0.135 2.356 1.169 -0.04
C 0.238 -0.908 -0.081 0.08
C 0.450 0.831 0.332 0.01
H -0.611 -0.864 -0.813 0.03
H 1.125 -0.831 -0.741 0.01
H 1.598 0.760 0.320 0.01
H 0.070 1.213 -0.630 0.00
C -1.782 2.886 0.791 0.03
H -2.302 3.380 1.660 0.01
H -2.470 2.066 0.425 0.04
H -1.681 3.648 -0.005 0.00
C 1.124 3.580 1.150 -0.01
H 1.469 3.662 0.113 0.00
H 1.956 3.266 1.786 0.00
H 0.698 4.519 1.492 0.00
C -0.819 -4.000 0.175 0.05
H -0.923 -4.678 1.053 0.01
H -0.737 -4.674 -0.712 0.00
H -1.826 -3.567 0.025 0.02
C 2.069 -3.289 0.224 0.02
H 2.734 -2.416 0.228 0.00
H 2.361 -3.808 -0.711 0.00
H 2.395 -3.937 1.053 0.01
Mn -1.474 -0.303 0.770 3.97
C 0.424 1.158 -2.703 -0.01
C -0.906 1.160 -2.503 0.00
C -1.789 0.455 -3.456 0.00
C -1.389 -1.068 -3.746 0.01
C -0.643 -1.731 -2.630 0.03
C 0.716 -1.790 -2.641 0.00
C 1.523 -1.013 -3.614 0.00
C 1.116 0.487 -3.840 0.00
C 0.257 -2.153 2.204 0.05
H 1.083 1.828 -2.130 0.00
H -1.463 1.844 -1.843 0.00
H -1.793 0.939 -4.458 0.00
H -2.835 0.466 -3.093 0.00
H -2.337 -1.594 -3.889 0.00
H -0.927 -1.110 -4.742 0.00
H -1.235 -2.350 -1.936 0.01
H 1.313 -2.528 -2.074 0.01
H 1.479 -1.488 -4.603 0.00
H 2.582 -1.033 -3.310 0.00
H 2.054 1.021 -3.992 0.00
H 0.633 0.579 -4.812 0.00
H 0.925 -1.296 2.306 0.00
H 0.573 -2.915 2.943 0.00
H -0.795 -1.820 2.442 0.04
O 2.041 1.334 3.018 0.00
C 0.934 1.593 3.466 0.00
C 0.496 1.910 4.854 0.01
C -1.013 1.650 4.866 0.04
C -1.350 1.341 3.467 0.21
O -2.315 0.768 3.007 0.18
N -0.225 1.573 2.631 0.04
H 1.096 1.282 5.517 0.00
H 0.705 2.970 5.116 0.00
H -1.330 0.785 5.460 0.01
H -1.562 2.539 5.198 0.02
```

## Properties
- Relative energy (zero: lowest compared OMol25 entry of this formula, charge and spin): 0.3976 eV
- 2S+1: 6
- <S²>: 8.96
- E_HOMO (spin up / spin down): -0.118 / -0.157 Eh
- Maximum force: 5.02 eV/A
- Orbital gap (spin up / spin down): 3.7 / 4.7 eV
- E: -75740.1449 eV

***

Record 5
Molecular formula: C24H41N4O6S2
Method: DFT, wB97M-V/def2-TZVPD

XYZ file:
```
77
Properties=species:S:1:pos:R:3:lowdin_charge:R:1
C 12.419 1.601 2.408 -0.11
O 11.988 0.984 1.209 -0.19
C 10.798 0.231 1.362 -0.24
C 10.033 0.117 0.021 -0.17
C 8.508 0.309 0.225 -0.21
C 8.127 1.754 -0.140 -0.22
C 6.647 2.100 0.183 -0.21
C 6.621 3.408 1.005 -0.20
C 5.214 4.041 1.234 -0.23
C 4.050 3.048 1.105 -0.24
S 2.549 3.752 1.847 0.51
O 2.820 5.175 1.938 -0.36
O 2.326 3.207 3.170 -0.35
N 1.327 3.595 0.794 -0.34
S 0.573 2.190 0.822 0.48
O 0.275 1.806 -0.549 -0.36
O 1.215 1.107 1.527 -0.33
C -1.012 2.592 1.584 -0.18
C -2.134 1.624 1.205 -0.39
O -1.649 0.327 0.837 -0.04
C -3.157 1.421 2.344 -0.18
N -4.537 1.138 1.875 -0.01
H 12.615 2.663 2.218 0.08
H 11.698 1.504 3.226 0.08
H 13.367 1.166 2.755 0.08
H 11.055 -0.784 1.705 0.12
H 10.103 0.691 2.078 0.11
H 10.428 0.891 -0.646 0.11
H 10.269 -0.858 -0.416 0.10
H 8.251 0.103 1.269 0.11
H 7.974 -0.363 -0.454 0.11
H 8.372 1.917 -1.194 0.11
H 8.757 2.424 0.461 0.11
H 6.201 1.292 0.771 0.10
H 6.082 2.245 -0.744 0.11
H 7.131 3.227 1.958 0.11
H 7.225 4.132 0.443 0.11
H 5.122 4.885 0.548 0.11
H 5.211 4.455 2.246 0.11
H 3.827 2.952 0.038 0.10
H 4.301 2.084 1.545 0.10
H -1.293 3.573 1.187 0.11
H -0.928 2.722 2.666 0.11
H -2.701 2.059 0.362 0.13
H -2.309 -0.061 0.263 0.02
H -2.824 0.535 2.893 0.13
H -3.188 2.260 3.044 0.12
H -4.754 1.614 1.016 0.05
H -4.680 0.148 1.774 0.04
C -4.368 0.016 -0.656 0.01
N -5.367 -0.978 -1.111 -0.06
C -5.158 -2.275 -0.832 0.03
C -6.075 -3.233 -1.199 0.06
C -7.241 -2.859 -1.861 -0.14
C -7.419 -1.511 -2.154 0.05
C -6.468 -0.590 -1.770 0.03
C -8.278 -3.855 -2.224 -0.12
C -9.583 -3.725 -1.756 0.06
C -10.547 -4.631 -2.139 0.03
N -10.246 -5.644 -2.966 -0.08
C -8.990 -5.810 -3.416 0.02
C -7.992 -4.934 -3.059 0.06
C -11.300 -6.587 -3.411 0.05
H -3.410 -0.266 -1.091 0.12
H -4.337 0.003 0.505 0.08
H -4.655 1.003 -1.003 0.11
H -4.247 -2.523 -0.302 0.17
H -5.881 -4.266 -0.942 0.14
H -8.296 -1.165 -2.685 0.14
H -6.577 0.464 -1.979 0.16
H -9.860 -2.920 -1.088 0.15
H -11.569 -4.555 -1.796 0.16
H -8.812 -6.649 -4.075 0.16
H -6.997 -5.088 -3.455 0.15
H -10.996 -7.595 -3.140 0.12
H -11.406 -6.491 -4.489 0.12
H -12.237 -6.339 -2.924 0.11
```

## Properties
- Relative energy (zero: lowest compared OMol25 entry of this formula, charge and spin): 0.0000 eV
- Net charge: +1
- 2S+1: 1
- E_HOMO: -0.318 Eh
- Maximum force: 2.85 eV/A
- Orbital gap: 2.2 eV
- E: -65455.0871 eV

***

Record 6
Molecular formula: C3H7NORb
Method: DFT, wB97M-V/def2-TZVPD

XYZ file:
```
13
Properties=species:S:1:pos:R:3:lowdin_charge:R:1
Rb 0.999 -1.282 -1.734 1.25
C -1.849 -0.355 -0.181 0.00
C -0.478 -0.502 0.308 -0.70
O -0.139 -1.499 1.054 -0.01
N 0.320 0.504 -0.052 -0.17
C 1.659 0.693 0.393 -0.10
H -2.287 -0.082 0.779 0.12
H -2.295 -1.297 -0.499 0.11
H -2.054 0.529 -0.785 0.10
H 0.030 1.100 -0.814 0.13
H 1.711 0.349 1.426 0.12
H 2.023 1.717 0.323 0.11
H 2.360 0.125 -0.219 0.03
```

## Properties
- Relative energy (zero: lowest compared OMol25 entry of this formula, charge and spin): 1.7711 eV
- Net charge: +1
- 2S+1: 1
- E_HOMO: -0.521 Eh
- Maximum force: 4.61 eV/A
- Orbital gap: 10.2 eV
- E: -7411.3294 eV

***

Q: The highest relative energy (zero: lowest compared OMol25 entry of this formula, charge and spin) belongs to which entry?
A: C4H6O2